{
  "formula": "C7H28N8O7",
  "method": "ωB97M-V with the def2-TZVPD basis set",
  "symbols": ["C", "O", "N", "N", "H", "H", "H", "H", "C", "O", "N", "N", "H", "H", "H", "H", "C", "O", "N", "N", "H", "H", "H", "H", "C", "O", "N", "N", "H", "H", "H", "H", "C", "O", "H", "H", "H", "H", "C", "O", "H", "H", "H", "H", "C", "O", "H", "H", "H", "H"],
  "positions_angstrom": [[-23.016424, 7.181124, 0.886293], [-24.312733, 7.542132, 1.290319], [-22.710368, 6.358533, -0.083655], [-21.867349, 7.661040, 1.355686], [-23.518860, 5.929457, -0.661433], [-21.789772, 6.015053, -0.435703], [-22.009405, 8.459776, 1.951584], [-21.177983, 6.991109, 1.601882], [-20.668678, 8.816872, -1.828056], [-20.017256, 9.514042, -2.813414], [-21.749628, 8.156332, -2.032874], [-20.220211, 8.676156, -0.626685], [-22.370748, 8.317486, -2.862050], [-22.333410, 7.801317, -1.331396], [-19.322388, 9.155225, -0.251049], [-20.811853, 8.268107, 0.108890], [-21.381520, 12.263813, -0.224507], [-21.988791, 13.273421, 0.456196], [-21.324752, 11.058516, 0.223671], [-20.762424, 12.444850, -1.341801], [-21.821815, 10.833309, 1.122521], [-20.852352, 10.255230, -0.259599], [-20.699265, 13.459536, -1.707749], [-20.705952, 11.698955, -2.030415], [-23.848105, 7.803625, -4.643477], [-24.964054, 6.998940, -4.516997], [-23.507229, 8.742748, -3.829633], [-22.877885, 7.607936, -5.461105], [-24.129757, 8.959051, -3.053116], [-22.806583, 9.472672, -4.161917], [-23.188154, 6.885345, -6.164263], [-21.912754, 8.050984, -5.343417], [-25.158253, 4.846149, -2.090769], [-24.749804, 6.206993, -1.910917], [-24.377405, 4.238822, -1.755907], [-25.196029, 4.493136, -3.130344], [-26.001465, 4.434130, -1.543625], [-24.769949, 6.572309, -2.770408], [-24.370176, 10.195470, -0.803039], [-25.212416, 9.188455, -1.414887], [-23.481191, 9.838289, -0.326634], [-24.932171, 10.611997, 0.003143], [-24.030591, 10.951796, -1.517491], [-25.435982, 8.561338, -0.691535], [-22.367226, 11.985592, -4.660419], [-21.702475, 10.745976, -4.611808], [-23.260152, 12.075512, -4.003737], [-22.884878, 12.015465, -5.624828], [-21.651896, 12.829365, -4.610435], [-20.817211, 10.864285, -4.935356]],
  "atomic_forces_ev_per_a": [[-7.01, 0.85, 1.18], [7.29, -1.60, -2.38], [-2.49, -4.16, -3.35], [0.53, 2.75, 2.34], [1.34, 1.21, 1.14], [-0.97, 1.04, 1.09], [0.31, -0.22, 0.74], [0.54, -0.37, 0.52], [3.92, 3.38, -6.59], [-2.61, -2.69, 4.43], [-2.97, -0.77, -2.95], [4.68, 0.92, 4.95], [1.40, -0.14, 0.66], [-0.26, -0.47, 1.37], [-2.07, -1.23, -1.56], [0.29, 0.18, -0.58], [-3.82, 6.62, 4.54], [2.65, -4.33, -2.84], [-0.73, -4.74, 2.99], [1.72, 3.54, -4.69], [0.75, 0.70, -1.62], [-0.82, 1.75, 0.83], [-0.40, -2.62, 0.96], [0.35, 0.04, 0.17], [-5.62, -4.30, 1.52], [5.01, 3.63, -0.78], [-0.64, 4.40, 2.34], [2.20, -2.62, -4.70], [-0.33, 0.20, -0.10], [-1.14, -0.85, 0.57], [1.62, 1.15, 0.74], [-2.20, -1.14, -0.61], [0.27, -0.46, -0.81], [-0.85, -1.88, 1.89], [1.66, -1.08, 0.96], [-0.51, 0.85, -0.05], [-0.63, 1.01, 0.08], [-0.35, 1.22, -2.28], [-0.75, -0.28, -0.18], [0.93, 0.10, 0.55], [0.62, -0.87, 0.01], [-0.38, 0.94, 0.39], [-0.53, -0.14, -0.10], [0.27, 0.24, -0.67], [-1.10, 0.78, -1.39], [-0.61, -0.21, 0.63], [1.20, -0.27, 0.50], [0.27, 0.49, -0.33], [-0.64, -0.33, 0.35], [0.62, -0.22, 0.10]],
  "e_above_lowest_kj_mol": 607.5,
  "orbital_gap_ev": 8.910,
  "homo_ev": -8.9,
  "e_lumo_ha": 0.00095,
  "spin_multiplicity": 1,
  "total_charge": 0
}